ORCA calculation (ωB97M-V/def2-TZVPD) on one molecule with the formula BrClO2S.

Properties
Net charge: 0
SMILES: O=S(=O)(Cl)Br
Multiplicity: 1

Atoms and positions in Å:
O 0.563 -1.264 0.913
S 0.019 -0.238 0.107
O -1.471 -0.533 -1.383
Cl 1.493 0.631 -1.032
Br -0.605 1.404 1.395


ORCA calculation (ωB97M-V/def2-TZVPD) on a 3-piece molecular cluster, C18H31F6N3O8PS overall.

Properties
Net charge: +1
Multiplicity: 1

Atoms and positions in Å:
C -1.703 3.292 -4.997
C -2.882 2.414 -4.309
N -2.252 1.123 -3.876
C -2.138 0.857 -2.439
N -1.049 1.127 -1.706
N -3.421 0.252 -2.102
P -3.659 -0.412 -0.478
O -2.553 0.138 0.690
O -3.658 -2.137 -0.453
S -5.435 0.111 0.160
C -3.624 -0.694 -3.260
C -2.724 -0.144 -4.507
C -1.443 -1.057 -4.808
C -0.130 -0.263 -5.267
C 1.089 -0.330 -4.233
C 1.510 -1.811 -3.808
O 2.531 -1.749 -2.753
C 1.931 -1.502 -1.502
O 1.380 -2.362 -0.790
H -1.390 2.793 -5.984
H -2.000 4.381 -5.122
H -0.776 3.197 -4.319
H -3.698 2.131 -5.068
H -3.295 3.028 -3.446
H -0.737 2.115 -1.688
H -0.497 0.405 -1.221
H -1.700 -0.316 0.476
H -2.750 -2.393 -0.168
H -4.713 -0.916 -3.553
H -3.258 -1.751 -2.993
H -3.493 -0.047 -5.347
H -1.286 -1.713 -3.878
H -1.725 -1.779 -5.658
H -0.298 0.824 -5.546
H 0.239 -0.780 -6.228
H 0.946 0.308 -3.297
H 1.997 0.116 -4.783
H 2.033 -2.326 -4.693
H 0.650 -2.470 -3.464
H 1.985 -0.439 -1.059
C 1.128 -0.993 2.366
C 0.373 -2.287 2.134
O 0.260 -3.032 3.353
C -0.734 -2.653 4.182
O -1.496 -1.752 3.955
C -0.775 -3.555 5.412
F 0.448 -3.776 5.929
F -1.295 -4.764 5.126
F -1.521 -3.041 6.403
H 2.100 -1.193 2.823
H 1.285 -0.463 1.423
H 0.584 -0.335 3.047
H 0.925 -2.913 1.433
H -0.613 -2.105 1.696
C 2.175 1.630 6.900
C 3.672 1.865 6.956
O 4.244 1.813 5.639
C 4.143 2.939 4.908
O 3.613 3.948 5.287
C 4.834 2.760 3.559
F 4.534 1.581 2.976
F 6.175 2.798 3.674
F 4.501 3.716 2.674
H 1.953 0.691 6.386
H 1.753 1.590 7.906
H 1.672 2.425 6.346
H 4.146 1.071 7.536
H 3.913 2.810 7.448


| no. | E_tot (eV) |
| --- | --- |
| 1 | -97489.85277 |
| 2 | -76438.90249 |